ORCA calculation (ωB97M-V with the def2-TZVPD basis set) on a 12-piece molecular cluster, C44H108N4O20 overall in a non-equilibrium geometry.

Each atom is followed by the atoms it is bonded to, with distances in Å.
Cartesian coordinates (Å):
1 C 6.32529 -2.15614 0.90742  N2 1.456, H6 1.090, H7 1.090, H8 1.090
2 N 4.87817 -2.13150 1.06562  C1 1.456, C3 1.341, H9 1.010
3 C 3.96039 -2.83742 0.38830  N2 1.341, C4 1.583, O5 1.191
4 C 2.45777 -2.69517 0.86576  C3 1.583, H10 1.090, H11 1.090, H12 1.090
5 O 4.25267 -3.41363 -0.61269  C3 1.191
6 H 6.55651 -3.09399 0.40236  C1 1.090
7 H 6.82039 -2.05419 1.87312  C1 1.090
8 H 6.70692 -1.41369 0.20655  C1 1.090
9 H 4.57952 -1.70594 1.93153  N2 1.010
10 H 2.48341 -2.54387 1.94491  C4 1.090
11 H 1.93276 -3.63741 0.70873  C4 1.090
12 H 1.90830 -1.81068 0.54350  C4 1.090
13 C -2.91170 -3.21569 -1.15412  N14 1.486, H18 1.090, H19 1.090, H20 1.090
14 N -3.50507 -4.57427 -1.04970  C13 1.486, C15 1.310, H21 1.010
15 C -4.11095 -4.98919 0.03479  N14 1.310, C16 1.538, O17 1.220
16 C -4.78993 -6.36762 -0.04186  C15 1.538, H22 1.090, H23 1.090, H24 1.090
17 O -4.24336 -4.30806 1.03800  C15 1.220
18 H -2.12977 -3.24349 -1.91300  C13 1.090
19 H -2.53287 -2.66399 -0.29376  C13 1.090
20 H -3.71834 -2.58269 -1.52393  C13 1.090
21 H -3.51635 -5.18534 -1.85379  N14 1.010
22 H -5.79532 -6.23750 -0.44231  C16 1.090
23 H -5.07046 -6.80219 0.91760  C16 1.090
24 H -4.30499 -7.09206 -0.69616  C16 1.090
25 C 1.71709 -0.49684 4.15557  N26 1.474, H30 1.090, H31 1.090, H32 1.090
26 N 2.69813 -0.86425 5.19274  C25 1.474, C27 1.334, H33 1.010
27 C 3.95943 -1.21778 4.93803  N26 1.334, C28 1.504, O29 1.244
28 C 4.75394 -1.57662 6.16383  C27 1.504, H34 1.090, H35 1.090, H36 1.090
29 O 4.39818 -1.31269 3.77834  C27 1.244
30 H 0.73536 -0.88049 4.43326  C25 1.090
31 H 1.90165 -0.84717 3.14003  C25 1.090
32 H 1.66294 0.59109 4.11592  C25 1.090
33 H 2.37586 -0.78187 6.14639  N26 1.010
34 H 4.43304 -2.54837 6.53911  C28 1.090
35 H 4.68944 -0.79272 6.91844  C28 1.090
36 H 5.82541 -1.68713 5.99697  C28 1.090
37 C 1.37477 0.83572 -1.58714  N38 1.455, H42 1.090, H43 1.090, H44 1.090
38 N 0.78883 0.91936 -0.25770  C37 1.455, C39 1.301, H45 1.010
39 C -0.16502 0.16491 0.20312  N38 1.301, C40 1.472, O41 1.226
40 C -0.58223 0.33163 1.60486  C39 1.472, H46 1.090, H47 1.090, H48 1.090
41 O -0.60413 -0.74308 -0.49320  C39 1.226
42 H 1.76950 1.81387 -1.86190  C37 1.090
43 H 0.81180 0.43787 -2.43146  C37 1.090
44 H 2.22547 0.15478 -1.61456  C37 1.090
45 H 0.99097 1.70149 0.34853  N38 1.010
46 H -1.06593 1.30661 1.66446  C40 1.090
47 H 0.22326 0.35122 2.33896  C40 1.090
48 H -1.35078 -0.38478 1.89504  C40 1.090
49 C -0.80966 -3.27063 1.80206  O50 1.396, H55 1.090, H56 1.090, H57 1.090
50 O -0.59005 -4.41278 2.57469  C49 1.396, C51 1.447
51 C -0.99945 -5.66017 1.96559  O50 1.447, C52 1.519, H58 1.090, H59 1.090
52 C -0.14805 -6.12207 0.79594  C51 1.519, O53 1.436, H60 1.090, H61 1.090
53 O 1.25217 -6.05955 1.10887  C52 1.436, C54 1.409
54 C 2.07817 -6.53270 0.06990  O53 1.409, H62 1.090, H63 1.090, H64 1.090
55 H -1.87189 -3.06311 1.67285  C49 1.090
56 H -0.20978 -3.35205 0.89563  C49 1.090
57 H -0.42618 -2.35412 2.25046  C49 1.090
58 H -2.02728 -5.68873 1.60384  C51 1.090
59 H -0.99593 -6.43464 2.73259  C51 1.090
60 H -0.41926 -5.57634 -0.10779  C52 1.090
61 H -0.32872 -7.17145 0.56300  C52 1.090
62 H 3.12859 -6.57509 0.35786  C54 1.090
63 H 2.04321 -5.88812 -0.80838  C54 1.090
64 H 1.81806 -7.58159 -0.07254  C54 1.090
65 C -4.31471 -0.57319 1.17554  O66 1.420, H71 1.090, H72 1.090, H73 1.090
66 O -5.20746 0.47584 1.52243  C65 1.420, C67 1.455
67 C -4.61116 1.60559 2.21839  O66 1.455, C68 1.548, H74 1.090, H75 1.090
68 C -5.68192 2.58034 2.76675  C67 1.548, O69 1.487, H76 1.090, H77 1.090
69 O -6.31380 3.28741 1.62106  C68 1.487, C70 1.448
70 C -7.66193 3.66112 1.99470  O69 1.448, H78 1.090, H79 1.090, H80 1.090
71 H -3.79927 -0.93797 2.06400  C65 1.090
72 H -3.60888 -0.17862 0.44464  C65 1.090
73 H -4.93778 -1.39368 0.81963  C65 1.090
74 H -3.96833 2.13652 1.51626  C67 1.090
75 H -3.92765 1.21792 2.97378  C67 1.090
76 H -5.14076 3.26101 3.42396  C68 1.090
77 H -6.35108 1.95006 3.35248  C68 1.090
78 H -8.28221 2.77339 2.11837  C70 1.090
79 H -8.02871 4.30841 1.19810  C70 1.090
80 H -7.61381 4.21954 2.92956  C70 1.090
81 C -1.91393 1.65185 4.93900  O82 1.393, H87 1.090, H88 1.090, H89 1.090
82 O -1.72803 0.31606 4.59053  C81 1.393, C83 1.435
83 C -2.57773 -0.57668 5.32507  O82 1.435, C84 1.538, H90 1.090, H91 1.090
84 C -2.18643 -2.00758 4.91790  C83 1.538, O85 1.442, H92 1.090, H93 1.090
85 O -3.13081 -2.94581 5.47261  C84 1.442, C86 1.438
86 C -3.06033 -4.20246 4.77719  O85 1.438, H94 1.090, H95 1.090, H96 1.090
87 H -1.31159 2.22257 4.23220  C81 1.090
88 H -1.48059 1.78337 5.93047  C81 1.090
89 H -2.90410 2.04321 4.70555  C81 1.090
90 H -3.63216 -0.44031 5.08488  C83 1.090
91 H -2.31700 -0.42742 6.37285  C83 1.090
92 H -1.18177 -2.28110 5.24034  C84 1.090
93 H -2.24661 -1.99826 3.82960  C84 1.090
94 H -2.93237 -4.13919 3.69658  C86 1.090
95 H -3.85498 -4.93052 4.94013  C86 1.090
96 H -2.10396 -4.66735 5.01663  C86 1.090
97 C -0.36135 8.48679 -3.47854  O98 1.426, H103 1.090, H104 1.090, H105 1.090
98 O -0.64013 7.12893 -3.81210  C97 1.426, C99 1.461
99 C 0.23568 6.25112 -3.04015  O98 1.461, C100 1.497, H106 1.090, H107 1.090
100 C 0.13506 4.82136 -3.47125  C99 1.497, O101 1.449, H108 1.090, H109 1.090
101 O 0.65290 4.69718 -4.81926  C100 1.449, C102 1.401
102 C 1.13406 3.41924 -5.13443  O101 1.401, H110 1.090, H111 1.090, H112 1.090
103 H -1.17250 9.08256 -3.89709  C97 1.090
104 H 0.59677 8.80692 -3.88795  C97 1.090
105 H -0.21583 8.73412 -2.42699  C97 1.090
106 H 0.06644 6.22777 -1.96362  C99 1.090
107 H 1.26446 6.55948 -3.22621  C99 1.090
108 H -0.85582 4.36999 -3.52147  C100 1.090
109 H 0.72596 4.24152 -2.76222  C100 1.090
110 H 0.53350 2.63272 -4.67747  C102 1.090
111 H 2.14649 3.24954 -4.76799  C102 1.090
112 H 1.06249 3.30196 -6.21573  C102 1.090
113 C 0.88251 -4.73126 -7.33646  O114 1.404, H119 1.090, H120 1.090, H121 1.090
114 O 1.14802 -4.31013 -6.02367  C113 1.404, C115 1.451
115 C 0.61587 -2.97753 -5.81002  O114 1.451, C116 1.534, H122 1.090, H123 1.090
116 C 0.98502 -2.47454 -4.40884  C115 1.534, O117 1.398, H124 1.090, H125 1.090
117 O 0.36201 -3.25883 -3.43287  C116 1.398, C118 1.392
118 C 1.03510 -3.43999 -2.22744  O117 1.392, H126 1.090, H127 1.090, H128 1.090
119 H 1.15039 -4.01856 -8.11646  C113 1.090
120 H -0.18140 -4.94530 -7.43829  C113 1.090
121 H 1.52206 -5.61270 -7.38288  C113 1.090
122 H -0.46270 -3.00791 -5.96448  C115 1.090
123 H 1.13669 -2.36955 -6.54975  C115 1.090
124 H 0.64377 -1.45345 -4.23849  C116 1.090
125 H 2.07109 -2.41099 -4.34157  C116 1.090
126 H 2.03526 -3.84365 -2.38508  C118 1.090
127 H 0.46544 -4.11601 -1.58979  C118 1.090
128 H 1.10220 -2.48088 -1.71392  C118 1.090
129 C -4.52403 3.55373 -1.41732  O130 1.450, H135 1.090, H136 1.090, H137 1.090
130 O -4.15267 2.45496 -2.28704  C129 1.450, C131 1.462
131 C -2.77363 1.99549 -2.13177  O130 1.462, C132 1.518, H138 1.090, H139 1.090
132 C -2.30074 1.04004 -3.21234  C131 1.518, O133 1.433, H140 1.090, H141 1.090
133 O -2.31057 1.66766 -4.50102  C132 1.433, C134 1.382
134 C -1.74481 0.82908 -5.44315  O133 1.382, H142 1.090, H143 1.090, H144 1.090
135 H -3.84078 4.39066 -1.56153  C129 1.090
136 H -4.36374 3.08528 -0.44626  C129 1.090
137 H -5.54572 3.90433 -1.56339  C129 1.090
138 H -2.80228 1.56876 -1.12919  C131 1.090
139 H -2.06591 2.81061 -1.98073  C131 1.090
140 H -2.99196 0.20219 -3.12118  C132 1.090
141 H -1.30926 0.65429 -2.97514  C132 1.090
142 H -2.41647 -0.01220 -5.61407  C134 1.090
143 H -0.76571 0.42578 -5.18465  C134 1.090
144 H -1.69896 1.37712 -6.38424  C134 1.090
145 C 3.62096 5.05183 -1.20500  O146 1.463, H151 1.090, H152 1.090, H153 1.090
146 O 3.36013 4.34606 -2.46007  C145 1.463, C147 1.430
147 C 4.59803 4.04453 -3.10936  O146 1.430, C148 1.574, H154 1.090, H155 1.090
148 C 5.36464 2.87868 -2.38092  C147 1.574, O149 1.438, H156 1.090, H157 1.090
149 O 4.48724 1.79154 -2.03946  C148 1.438, C150 1.490
150 C 5.25519 0.53468 -1.81157  O149 1.490, H158 1.090, H159 1.090, H160 1.090
151 H 2.68050 5.39973 -0.77767  C145 1.090
152 H 4.35867 5.85012 -1.28643  C145 1.090
153 H 4.17664 4.45165 -0.48451  C145 1.090
154 H 5.24815 4.91752 -3.16722  C147 1.090
155 H 4.40299 3.85227 -4.16439  C147 1.090
156 H 5.89411 3.15023 -1.46767  C148 1.090
157 H 6.07620 2.64167 -3.17187  C148 1.090
158 H 5.99799 0.72433 -1.03674  C150 1.090
159 H 5.61350 0.20794 -2.78777  C150 1.090
160 H 4.59829 -0.24968 -1.43557  C150 1.090
161 C -0.94162 4.05907 0.87450  O162 1.410, H167 1.090, H168 1.090, H169 1.090
162 O 0.31507 3.45816 1.09337  C161 1.410, C163 1.426
163 C 1.12220 4.11949 2.06561  O162 1.426, C164 1.546, H170 1.090, H171 1.090
164 C 2.62187 3.74643 2.10295  C163 1.546, O165 1.400, H172 1.090, H173 1.090
165 O 2.71161 2.36560 2.31248  C164 1.400, C166 1.420
166 C 3.99411 1.76297 2.21574  O165 1.420, H174 1.090, H175 1.090, H176 1.090
167 H -1.49419 3.48268 0.13251  C161 1.090
168 H -0.87107 5.05155 0.42941  C161 1.090
169 H -1.56723 4.08063 1.76682  C161 1.090
170 H 0.73760 4.02860 3.08144  C163 1.090
171 H 1.01934 5.19801 1.94599  C163 1.090
172 H 3.07095 4.24035 2.96462  C164 1.090
173 H 3.02745 4.01209 1.12672  C164 1.090
174 H 4.46326 1.87411 1.23816  C166 1.090
175 H 3.87563 0.67953 2.22993  C166 1.090
176 H 4.68800 1.97025 3.03038  C166 1.090

- structure (SMILES) = CNC(C)=O.CNC(C)=O.CNC(C)=O.CNC(C)=O.COCCOC.COCCOC.COCCOC.COCCOC.COCCOC.COCCOC.COCCOC.COCCOC
- energy above the lowest of the compared OMol25 structures with the same formula, charge and spin (eV) = 1.1945
- 2S+1 = 1
- E_HOMO (eV) = -9.1
- charge = 0